Entry from the Open Molecules 2025 dataset: a 2-piece molecular cluster, C4H14NS overall (ωB97M-V/def2-TZVPD).

The geometry in XYZ format:
```
20
C4H14NS | the Open Molecules 2025 dataset | ωB97M-V/def2-TZVPD
C -1.551 -0.389 -1.752
C -0.193 -0.809 -2.307
H -2.222 -1.235 -1.684
H -2.002 0.385 -2.371
H -1.490 0.033 -0.741
H -0.338 -1.400 -3.205
H 0.448 0.023 -2.618
H 0.399 -1.424 -1.623
C 0.859 0.007 1.107
C 0.279 0.634 2.360
S 0.260 -0.560 3.712
N 0.959 1.027 -0.012
H 0.225 -0.788 0.724
H 1.858 -0.374 1.288
H -0.706 1.046 2.168
H 0.919 1.450 2.713
H -0.650 -1.390 3.185
H 1.553 0.680 -0.770
H 1.345 1.928 0.284
H 0.047 1.157 -0.457
```

Energy relative to the best compared isomer or geometry (same formula, charge and spin) in eV: 0.557
Total charge: +1
Orbital gap in Eh: 0.34945
E_HOMO in eV: -13.09
E_LUMO in eV: -3.6
Strongest force on any atom in hartree/bohr: 0.0113